1.
{"formula": "C24H50I3N2O10PS", "method": "the ωB97M-V functional and the def2-TZVPD basis", "e_tot_ev": -93578.084, "e_lumo_ev": -0.21, "max_force_ev_per_a": 3.53, "total_charge": 0, "species": ["C", "C", "C", "I", "C", "C", "P", "O", "O", "O", "C", "C", "I", "C", "C", "I", "O", "S", "O", "O", "C", "C", "C", "H", "H", "H", "H", "H", "H", "H", "H", "H", "H", "H", "H", "H", "H", "H", "H", "H", "H", "H", "H", "C", "O", "C", "C", "N", "C", "C", "O", "C", "H", "H", "H", "H", "H", "H", "H", "H", "H", "H", "H", "H", "H", "H", "H", "C", "O", "C", "C", "N", "C", "C", "O", "C", "H", "H", "H", "H", "H", "H", "H", "H", "H", "H", "H", "H", "H", "H", "H"], "coordinates": [[-4.454, -1.232, 2.235], [-3.139, -0.776, 1.596], [-2.555, 0.630, 2.006], [-3.807, 1.702, 3.383], [-1.047, 0.521, 2.360], [-0.526, 0.812, 3.793], [-1.227, -0.322, 5.077], [-2.111, 0.312, 6.065], [0.054, -1.009, 5.849], [-1.989, -1.579, 4.381], [-0.461, 2.290, 4.258], [0.899, 2.546, 4.910], [2.607, 2.887, 3.665], [1.055, 2.518, 6.248], [-0.075, 2.276, 7.228], [2.930, 2.825, 7.217], [-0.855, 3.259, 3.278], [-0.474, 3.100, 1.716], [0.645, 3.923, 1.307], [-1.685, 3.434, 0.983], [-0.150, 1.353, 1.391], [-0.358, 1.006, -0.087], [1.005, 0.677, -0.718], [-5.310, -0.628, 1.946], [-4.661, -2.239, 1.848], [-4.387, -1.349, 3.313], [-3.311, -0.756, 0.516], [-2.408, -1.565, 1.779], [-2.610, 1.220, 1.095], [-0.752, -0.514, 2.159], [0.523, 0.483, 3.754], [0.854, -0.610, 5.485], [-1.374, -2.322, 4.274], [-1.187, 2.422, 5.059], [-0.175, 1.217, 7.454], [-1.021, 2.715, 6.927], [0.203, 2.750, 8.173], [0.877, 1.135, 1.693], [-0.810, 1.825, -0.641], [-0.980, 0.111, -0.142], [1.422, -0.241, -0.289], [0.924, 0.513, -1.791], [1.728, 1.473, -0.536], [0.526, 2.240, -8.002], [1.438, 3.301, -7.787], [0.829, 4.565, -7.553], [0.980, 5.001, -6.108], [0.169, 4.186, -5.212], [0.465, 4.355, -3.788], [1.876, 4.046, -3.287], [2.227, 2.672, -3.309], [2.653, 2.172, -4.563], [1.092, 1.398, -8.397], [0.045, 1.922, -7.071], [-0.242, 2.517, -8.730], [-0.221, 4.565, -7.858], [1.355, 5.288, -8.182], [0.666, 6.046, -6.019], [2.048, 4.949, -5.864], [0.296, 3.212, -5.450], [-0.224, 3.705, -3.244], [0.218, 5.383, -3.508], [1.905, 4.334, -2.234], [2.644, 4.645, -3.789], [3.205, 2.919, -5.137], [1.809, 1.799, -5.149], [3.314, 1.325, -4.373], [2.936, -5.448, -0.993], [1.826, -4.669, -1.405], [0.752, -5.418, -1.960], [-0.444, -5.454, -1.028], [-0.181, -6.267, 0.154], [-1.164, -6.125, 1.227], [-1.382, -4.744, 1.843], [-0.297, -4.260, 2.623], [0.765, -3.690, 1.875], [3.765, -4.765, -0.814], [2.730, -5.988, -0.063], [3.231, -6.160, -1.768], [1.069, -6.428, -2.237], [0.451, -4.904, -2.877], [-1.300, -5.874, -1.563], [-0.684, -4.414, -0.771], [0.729, -6.027, 0.522], [-0.855, -6.796, 2.032], [-2.127, -6.493, 0.860], [-2.219, -4.836, 2.539], [-1.684, -3.994, 1.101], [0.411, -3.174, 0.979], [1.504, -4.447, 1.608], [1.268, -2.963, 2.517]]}

---

2.
{"formula": "CH4NO2P", "method": "the ωB97M-V functional and the def2-TZVPD basis", "e_tot_ev": -15974.564, "e_lumo_ev": 0.79, "max_force_ev_per_a": 4.33, "total_charge": 0, "species": ["C", "N", "O", "O", "P", "H", "H", "H", "H"], "coordinates": [[0.341, 1.533, 1.622], [0.747, -0.046, -0.831], [-1.204, -1.507, -0.528], [0.518, 2.227, 0.717], [-0.721, -0.006, -0.090], [-0.306, -0.282, 1.152], [-2.044, -1.868, -0.239], [1.182, 0.818, -0.993], [1.486, -0.870, -0.808]]}

---

3.
{"formula": "C7H10N", "method": "the ωB97M-V functional and the def2-TZVPD basis", "e_tot_ev": -8897.630, "e_lumo_ev": -4.86, "max_force_ev_per_a": 4.79, "total_charge": 1, "species": ["C", "C", "C", "C", "C", "C", "C", "N", "H", "H", "H", "H", "H", "H", "H", "H", "H", "H"], "coordinates": [[1.122, 1.251, -0.041], [0.023, 1.462, -1.004], [-2.154, 0.542, 0.521], [-1.445, -0.709, -0.156], [0.683, 0.831, 1.218], [-0.806, 0.645, 0.093], [2.603, -0.876, -0.037], [1.906, 0.302, 0.421], [-0.357, 2.434, -1.010], [0.180, 1.114, -2.015], [-2.970, 1.231, -0.063], [-2.449, 0.379, 1.585], [-1.290, -1.664, 0.480], [-1.831, -0.867, -1.144], [0.697, 1.028, 2.264], [2.041, -1.675, 0.459], [3.654, -0.928, 0.381], [2.540, -1.059, -1.147]]}

---

4.
{"formula": "C33H36As2NO7SW", "method": "the ωB97M-V functional and the def2-TZVPD basis", "e_tot_ev": -184961.946, "e_lumo_ev": -3.03, "max_force_ev_per_a": 0.59, "total_charge": 1, "species": ["W", "O", "C", "C", "O", "O", "C", "C", "C", "C", "C", "C", "C", "C", "C", "C", "C", "C", "H", "H", "H", "H", "H", "H", "H", "H", "H", "H", "H", "C", "C", "C", "C", "C", "C", "C", "S", "O", "O", "N", "C", "C", "O", "O", "H", "H", "H", "H", "H", "H", "H", "H", "H", "C", "As", "C", "C", "C", "C", "C", "C", "C", "As", "C", "C", "H", "H", "H", "H", "H", "H", "H", "H", "H", "H", "H", "H", "H", "H", "H", "H"], "coordinates": [[-0.830, 1.088, -0.211], [-1.782, -1.889, 1.296], [-0.501, -2.518, 1.350], [0.507, -1.464, 0.872], [1.656, -1.414, 1.188], [-0.010, -0.605, -0.032], [-0.148, -2.918, 2.776], [0.660, -4.021, 3.029], [0.998, -4.353, 4.331], [0.531, -3.588, 5.391], [-0.267, -2.482, 5.142], [-0.601, -2.142, 3.839], [-0.466, -3.695, 0.374], [0.514, -3.845, -0.597], [0.470, -4.916, -1.484], [-0.554, -5.844, -1.404], [-1.530, -5.708, -0.424], [-1.483, -4.643, 0.459], [-2.339, -2.309, 1.961], [1.024, -4.624, 2.207], [1.624, -5.215, 4.519], [0.792, -3.853, 6.407], [-0.628, -1.876, 5.963], [-1.199, -1.259, 3.651], [1.337, -3.142, -0.663], [1.244, -5.023, -2.233], [-0.588, -6.678, -2.092], [-2.325, -6.438, -0.344], [-2.242, -4.555, 1.228], [4.682, 4.685, 3.082], [3.333, 4.042, 2.937], [3.201, 2.808, 2.298], [1.963, 2.215, 2.133], [0.842, 2.868, 2.634], [0.942, 4.087, 3.294], [2.191, 4.668, 3.433], [-0.749, 2.175, 2.422], [-0.560, 0.755, 2.005], [-1.572, 2.471, 3.539], [-1.318, 2.643, 1.000], [-1.582, 3.990, 0.557], [-1.750, 3.865, -0.949], [-2.052, 4.756, -1.680], [-1.476, 2.615, -1.371], [5.457, 3.938, 3.247], [4.699, 5.391, 3.910], [4.941, 5.233, 2.173], [4.085, 2.298, 1.935], [1.869, 1.250, 1.651], [0.063, 4.557, 3.718], [2.283, 5.613, 3.952], [-0.749, 4.667, 0.766], [-2.490, 4.406, 0.993], [-2.408, -1.873, -2.038], [-2.209, 0.045, -2.071], [-4.012, 0.732, -2.163], [-1.437, 0.389, -3.814], [-2.120, 0.116, -4.994], [-1.511, 0.355, -6.217], [-0.220, 0.865, -6.265], [0.465, 1.136, -5.090], [-0.145, 0.897, -3.863], [0.761, 1.226, -2.185], [2.188, -0.076, -2.155], [1.631, 2.942, -2.426], [-1.424, -2.337, -2.102], [-3.021, -2.187, -2.882], [-2.867, -2.163, -1.096], [-4.384, 0.676, -3.184], [-4.011, 1.770, -1.840], [-4.648, 0.139, -1.507], [-3.128, -0.280, -4.970], [-2.044, 0.147, -7.134], [0.252, 1.054, -7.219], [1.470, 1.537, -5.137], [2.883, 0.107, -2.973], [1.750, -1.067, -2.261], [2.701, -0.014, -1.196], [1.214, 3.444, -3.296], [2.702, 2.798, -2.556], [1.453, 3.555, -1.545]]}

---

5.
{"formula": "C7H22GeMnO7P2Se", "method": "the ωB97M-V functional and the def2-TZVPD basis", "e_tot_ev": -193703.398, "e_lumo_ev": [-7.11, -4.98], "max_force_ev_per_a": 4.81, "multiplicity": 5, "total_charge": 1, "species": ["Mn", "C", "C", "O", "P", "O", "O", "O", "P", "O", "O", "O", "H", "H", "H", "H", "H", "H", "H", "C", "Ge", "C", "C", "C", "Se", "C", "H", "H", "H", "H", "H", "H", "H", "H", "H", "H", "H", "H", "H", "H", "H"], "coordinates": [[-1.455, -2.609, -0.407], [1.483, -3.381, 2.992], [1.053, -2.118, 2.260], [1.765, -0.993, 2.861], [1.447, -2.148, 0.489], [2.817, -2.991, 0.318], [2.019, -0.696, 0.072], [0.472, -2.609, -0.545], [-0.765, -1.805, 2.554], [-0.853, -0.262, 2.057], [-1.090, -1.736, 4.022], [-1.593, -2.609, 1.594], [2.565, -3.530, 2.918], [0.980, -4.260, 2.578], [1.242, -3.315, 4.058], [1.142, -0.247, 2.722], [2.940, -3.247, -0.612], [1.973, -0.575, -0.891], [-1.794, -0.028, 2.159], [0.081, 4.476, -1.242], [0.070, 2.537, -1.362], [-0.103, 2.014, -3.226], [1.740, 1.841, -0.650], [-1.425, 1.845, -0.326], [-1.455, -0.105, -0.407], [-2.891, -0.146, -1.723], [0.933, 4.878, -1.827], [0.186, 4.779, -0.180], [-0.870, 4.876, -1.649], [0.749, 2.424, -3.805], [-1.055, 2.413, -3.634], [-0.102, 0.907, -3.302], [2.589, 2.249, -1.236], [1.740, 0.734, -0.720], [1.843, 2.146, 0.412], [-2.374, 2.271, -0.710], [-1.332, 2.157, 0.734], [-2.611, 0.444, -2.619], [-3.835, 0.224, -1.272], [-3.043, -1.196, -2.044], [-3.184, -2.609, -0.407]]}

---

6.
{"formula": "C3H12NO", "method": "the ωB97M-V functional and the def2-TZVPD basis", "e_tot_ev": -6835.812, "e_lumo_ev": -3.49, "max_force_ev_per_a": 3.07, "total_charge": 1, "species": ["C", "N", "H", "H", "H", "H", "H", "H", "C", "O", "C", "H", "H", "H", "H", "H", "H"], "coordinates": [[-0.595, -0.939, 2.165], [-0.533, 0.393, 1.441], [0.021, -1.624, 1.513], [-1.722, -1.365, 2.143], [-0.108, -0.801, 3.182], [-0.096, 1.067, 2.128], [0.161, 0.065, 0.709], [-1.368, 0.852, 1.103], [0.696, -0.392, -1.714], [1.293, -0.483, -0.391], [-0.116, 0.884, -1.929], [0.013, -1.246, -1.731], [1.515, -0.419, -2.388], [1.872, 0.292, -0.368], [0.351, 1.744, -1.417], [-1.114, 0.856, -1.455], [-0.269, 1.115, -2.992]]}

---

7.
{"formula": "C36H31BeNP2", "method": "the ωB97M-V functional and the def2-TZVPD basis", "e_tot_ev": -58301.992, "e_lumo_ev": [-0.62, 0.08], "max_force_ev_per_a": 0.68, "total_charge": 0, "species": ["Be", "C", "P", "C", "C", "C", "C", "C", "C", "C", "C", "C", "C", "C", "C", "C", "C", "C", "C", "C", "P", "C", "C", "C", "C", "C", "C", "C", "C", "C", "C", "C", "C", "N", "H", "H", "H", "H", "H", "H", "H", "H", "H", "H", "H", "H", "H", "H", "H", "H", "H", "H", "H", "H", "H", "H", "H", "H", "H", "H", "C", "C", "C", "C", "C", "C", "H", "H", "H", "H", "H"], "coordinates": [[0.082, 0.494, -0.164], [2.550, -0.190, 1.513], [2.376, 0.618, -0.142], [4.035, 0.522, -0.888], [4.123, 0.516, -2.279], [5.360, 0.527, -2.906], [6.520, 0.533, -2.146], [6.440, 0.530, -0.761], [5.204, 0.528, -0.132], [2.161, 2.459, 0.117], [3.291, 3.386, 0.308], [3.205, 4.656, -0.245], [2.125, 5.112, -0.978], [0.932, 4.266, -1.290], [1.220, 2.769, -1.063], [1.232, -0.841, 1.854], [0.875, -1.800, 2.776], [-0.519, -2.033, 2.612], [-0.942, -1.208, 1.594], [-2.289, -0.961, 0.968], [-2.031, 0.091, -0.543], [-2.765, -0.808, -1.937], [-3.336, -0.150, -3.024], [-3.732, -0.869, -4.142], [-3.555, -2.244, -4.187], [-2.974, -2.903, -3.113], [-2.574, -2.190, -1.995], [-3.004, 1.592, -0.240], [-4.355, 1.572, -0.491], [-5.170, 2.693, -0.300], [-4.592, 3.909, 0.145], [-3.275, 3.986, 0.435], [-2.332, 2.835, 0.317], [0.126, -0.491, 1.126], [2.848, 0.552, 2.260], [3.344, -0.937, 1.451], [3.212, 0.495, -2.867], [5.418, 0.524, -3.987], [7.487, 0.538, -2.632], [7.345, 0.532, -0.166], [5.153, 0.533, 0.950], [4.128, 3.119, 0.942], [4.026, 5.344, -0.075], [2.138, 6.130, -1.351], [0.659, 4.420, -2.339], [1.457, 2.266, -2.008], [1.525, -2.283, 3.489], [-1.128, -2.720, 3.178], [-2.952, -0.410, 1.640], [-2.799, -1.888, 0.698], [-3.473, 0.924, -2.990], [-4.179, -0.354, -4.982], [-3.868, -2.803, -5.059], [-2.826, -3.975, -3.148], [-2.101, -2.703, -1.165], [-4.802, 0.660, -0.871], [-6.230, 2.636, -0.502], [-5.225, 4.781, 0.257], [-2.850, 4.916, 0.795], [-1.944, 2.623, 1.328], [-0.008, 4.852, 0.982], [0.638, 3.925, 1.678], [0.903, 2.581, 1.079], [0.066, 2.230, -0.202], [-1.071, 3.161, -0.526], [-0.374, 4.547, -0.442], [-0.244, 5.823, 1.403], [0.949, 4.101, 2.703], [0.888, 1.842, 1.886], [-1.348, 3.010, -1.580], [-0.955, 5.357, -0.888]]}

---

8.
{"formula": "CH3I2N2", "method": "the ωB97M-V functional and the def2-TZVPD basis", "e_tot_ev": -20256.411, "e_lumo_ev": -5.46, "max_force_ev_per_a": 3.91, "total_charge": 1, "species": ["C", "N", "N", "I", "I", "H", "H", "H"], "coordinates": [[-0.652, -0.327, -0.091], [0.067, 1.380, 0.896], [0.149, -0.901, -0.882], [-2.539, -0.727, 0.502], [1.870, 1.799, 0.209], [0.109, 0.980, 1.834], [1.067, -0.455, -1.057], [-0.070, -1.749, -1.411]]}